# C47H115N2O12

A 11-piece molecular cluster, C47H115N2O12 overall in a non-equilibrium geometry (ωB97M-V with the def2-TZVPD basis set, OMol25).

Each line ends with the Löwdin charge.
CARTESIAN COORDINATES (ANGSTROEM)
C1 -0.92033 5.33662 -0.76791  -0.134
C2 -1.33621 4.28055 -1.97198  -0.247
C3 -1.95135 2.88246 -1.35554  -0.174
C4 -0.74223 1.81091 -0.92284  -0.211
O1 -0.13810 2.33011 0.30127  -0.167
C5 0.39534 1.29139 1.18815  -0.374
C6 -0.75612 0.96447 2.30597  -0.106
C7 -2.07207 0.16247 1.75070  -0.189
C8 -3.18323 0.19863 3.00079  -0.191
C9 -4.65896 -0.25415 2.41661  -0.284
N1 -4.51484 -1.69096 1.95025  -0.067
C10 1.06981 -0.00277 0.46107  -0.055
C11 2.26106 -0.75644 1.28379  -0.397
C12 1.89860 -2.38883 1.21792  -0.070
C13 3.66202 -0.61216 0.39015  -0.054
N2 2.40930 -0.41954 2.73219  -0.136
O2 1.67209 -1.17006 3.55942  -0.050
C14 2.42431 1.04079 3.05888  -0.390
C15 4.02927 1.51398 3.00876  -0.056
C16 1.95641 1.39783 4.62461  -0.070
C17 1.63772 2.03337 2.02895  -0.054
H1 -0.52904 6.30485 -1.30244  0.064
H2 -0.08059 4.91486 -0.05839  0.078
H3 -1.84941 5.67299 -0.10526  0.077
H4 -0.46654 4.07984 -2.72952  0.106
H5 -2.21878 4.79438 -2.58482  0.106
H6 -2.76891 2.37870 -2.03159  0.110
H7 -2.48110 3.18055 -0.33023  0.114
H8 0.03402 1.73499 -1.82411  0.132
H9 -1.26440 0.77003 -0.84379  0.110
H10 -0.38524 0.40002 3.26077  0.110
H11 -1.15292 2.02289 2.69085  0.137
H12 -1.87355 -0.93166 1.38505  0.106
H13 -2.61139 0.75889 0.86818  0.109
H14 -2.82779 -0.40353 3.94017  0.118
H15 -3.29673 1.35101 3.29071  0.104
H16 -5.47625 -0.10554 3.25261  0.115
H17 -4.98129 0.44138 1.50141  0.117
H18 -4.24967 -1.65758 0.92654  0.085
H19 -5.49570 -2.08677 1.96640  0.084
H20 0.18915 -0.78454 0.27101  0.116
H21 1.51165 0.21434 -0.62705  0.135
H22 2.71454 -2.90919 1.91283  0.104
H23 0.80590 -2.62746 1.56184  0.088
H24 2.14137 -2.77236 0.11943  0.086
H25 3.69884 0.52892 0.05214  0.091
H26 3.65622 -1.27421 -0.57641  0.071
H27 4.62598 -0.81199 1.06017  0.092
H28 4.68354 0.58228 2.73696  0.072
H29 4.20756 2.42778 2.28846  0.084
H30 4.36322 1.89000 4.08812  0.085
H31 1.83385 2.57419 4.77177  0.103
H32 0.92679 0.92806 4.91609  0.070
H33 2.76456 0.94669 5.37786  0.098
H34 2.33411 2.49054 1.17611  0.129
H35 1.18524 2.97637 2.59004  0.133
C18 -2.06772 5.83951 3.03873  -0.061
C19 -3.43918 5.18350 3.05347  -0.499
C20 -4.51671 6.16161 3.49384  -0.063
O3 -3.42041 4.06979 3.94257  -0.076
H36 -1.79008 6.18978 4.03924  0.084
H37 -1.30048 5.12061 2.73182  0.071
H38 -2.04474 6.69113 2.35165  0.077
H39 -3.67511 4.80130 2.05429  0.133
H40 -4.32585 6.52326 4.51043  0.079
H41 -5.49652 5.67233 3.51153  0.079
H42 -4.56719 7.02281 2.82030  0.080
H43 -3.21168 4.39969 4.83230  0.072
C21 -3.35852 -6.87988 1.32991  -0.068
C22 -3.82012 -5.43400 1.24156  -0.502
C23 -3.53978 -4.68278 2.53337  -0.069
O4 -5.21879 -5.40059 0.96982  -0.068
H44 -3.88725 -7.41195 2.12875  0.082
H45 -3.57775 -7.41155 0.39774  0.050
H46 -2.28285 -6.93988 1.52279  0.084
H47 -3.31238 -4.93580 0.40845  0.136
H48 -4.07493 -5.13697 3.37481  0.081
H49 -3.88840 -3.64704 2.45956  0.028
H50 -2.46953 -4.67683 2.76221  0.082
H51 -5.67771 -5.84081 1.70440  0.091
C24 -4.08105 2.31930 9.14724  -0.066
C25 -3.96426 3.58876 8.31882  -0.501
C26 -5.32776 4.07368 7.85253  -0.064
O5 -3.13884 3.33805 7.18433  -0.064
H52 -4.52389 1.50725 8.55966  0.082
H53 -3.09120 1.97504 9.46561  0.081
H54 -4.69762 2.48344 10.03649  0.080
H55 -3.47809 4.37149 8.91132  0.140
H56 -5.81474 3.32382 7.21908  0.084
H57 -5.22712 4.98101 7.24724  0.075
H58 -5.98163 4.29052 8.70299  0.080
H59 -3.56273 2.64424 6.65238  0.092
C27 6.52633 -2.25020 -3.33999  -0.062
C28 5.88698 -3.20373 -2.34325  -0.487
C29 6.02561 -4.64972 -2.79225  -0.057
O6 4.50540 -2.88329 -2.20260  -0.085
H60 6.04346 -2.32671 -4.32069  0.082
H61 6.40817 -1.21247 -3.01011  0.078
H62 7.59378 -2.46064 -3.45887  0.080
H63 6.35452 -3.07698 -1.36070  0.141
H64 5.52500 -4.81124 -3.75349  0.087
H65 5.55017 -5.32367 -2.07149  0.059
H66 7.07806 -4.93208 -2.89458  0.069
H67 4.08214 -2.99303 -3.07025  0.071
C30 -0.11894 -3.97042 -4.29245  -0.064
C31 1.19103 -3.27551 -3.95699  -0.506
C32 1.05701 -1.76404 -4.05283  -0.058
O7 2.20409 -3.71778 -4.85662  -0.064
H68 -0.43191 -3.74294 -5.31768  0.082
H69 -0.00434 -5.05799 -4.23140  0.076
H70 -0.91557 -3.66310 -3.60775  0.084
H71 1.50672 -3.55363 -2.94552  0.133
H72 0.78574 -1.45840 -5.06953  0.083
H73 2.01065 -1.27773 -3.82080  0.077
H74 0.29572 -1.39061 -3.36084  0.078
H75 1.93226 -3.47508 -5.75730  0.095
C33 -2.71096 10.99195 -1.59119  -0.064
C34 -1.52197 10.05508 -1.44965  -0.494
C35 -0.94985 9.67675 -2.80658  -0.065
O8 -1.93006 8.87451 -0.76340  -0.071
H76 -3.52008 10.51570 -2.15626  0.080
H77 -3.12006 11.24597 -0.60742  0.078
H78 -2.42603 11.91721 -2.10166  0.079
H79 -0.74558 10.53467 -0.84360  0.139
H80 -1.69654 9.15391 -3.41467  0.062
H81 -0.10258 8.99250 -2.68969  0.080
H82 -0.61202 10.56260 -3.35339  0.074
H83 -2.61939 8.44204 -1.29426  0.091
C36 -3.02397 -7.53282 -4.06543  -0.061
C37 -2.69300 -8.11271 -2.69955  -0.495
C38 -3.53383 -9.34393 -2.40162  -0.063
O9 -2.92849 -7.12637 -1.69810  -0.079
H84 -4.07339 -7.22128 -4.11510  0.084
H85 -2.42015 -6.64020 -4.26120  0.068
H86 -2.83827 -8.26252 -4.85974  0.081
H87 -1.62998 -8.37421 -2.65848  0.138
H88 -4.60127 -9.09658 -2.39231  0.083
H89 -3.29362 -9.74325 -1.41036  0.081
H90 -3.36330 -10.12795 -3.14599  0.080
H91 -3.86997 -6.88809 -1.72723  0.095
C39 -3.56350 11.73212 -6.11529  -0.061
C40 -2.37451 10.79524 -5.97376  -0.501
C41 -1.80240 10.41692 -7.33068  -0.062
O10 -2.78260 9.61468 -5.28750  -0.082
H92 -4.37262 11.25587 -6.68036  0.082
H93 -3.97260 11.98614 -5.13153  0.078
H94 -3.27857 12.65737 -6.62576  0.082
H95 -1.59812 11.27484 -5.36771  0.129
H96 -2.54908 9.89407 -7.93878  0.082
H97 -0.95512 9.73266 -7.21379  0.082
H98 -1.46456 11.30276 -7.87750  0.081
H99 -3.47193 9.18221 -5.81836  0.099
C42 9.80954 -8.11367 -1.05196  -0.066
C43 9.34793 -6.66779 -1.14031  -0.500
C44 9.62827 -5.91657 0.15149  -0.065
O11 7.94927 -6.63437 -1.41205  -0.074
H100 9.28081 -8.64574 -0.25312  0.082
H101 9.59031 -8.64534 -1.98413  0.081
H102 10.88521 -8.17366 -0.85909  0.079
H103 9.85568 -6.16959 -1.97343  0.140
H104 9.09313 -6.37076 0.99293  0.082
H105 9.27966 -4.88083 0.07769  0.078
H106 10.69853 -5.91061 0.38034  0.079
H107 7.49034 -7.07459 -0.67747  0.096
C45 2.04269 -8.17362 -0.37492  -0.065
C46 3.35267 -7.47871 -0.03947  -0.499
C47 3.21865 -5.96724 -0.13530  -0.068
O12 4.36573 -7.92098 -0.93909  -0.065
H108 1.72972 -7.94614 -1.40015  0.078
H109 2.15729 -9.26119 -0.31387  0.080
H110 1.24607 -7.86630 0.30978  0.079
H111 3.66835 -7.75683 0.97200  0.140
H112 2.94737 -5.66159 -1.15200  0.077
H113 4.17228 -5.48093 0.09673  0.080
H114 2.45736 -5.59381 0.55669  0.076
H115 4.09390 -7.67828 -1.83977  0.092

Atomic forces in eV per Å
C 0.186 0.277 -0.557
C -1.332 0.178 0.404
C 0.727 0.301 1.130
C -1.469 0.618 -1.743
O 0.067 -2.315 -0.802
C 1.430 0.290 2.159
C -0.925 0.145 -0.308
C -0.977 0.782 0.810
C -0.511 1.282 -1.234
C 0.925 0.873 0.276
N -2.004 1.108 -0.812
C -1.119 -0.485 -0.754
C 0.020 -2.789 -2.380
C 1.491 0.225 0.060
C 0.020 1.546 0.765
N -2.874 0.044 0.712
O 1.606 1.430 -1.528
C 1.695 3.082 1.283
C 0.165 0.245 0.766
C -0.167 -0.651 0.177
C -1.045 0.310 -1.508
H -0.655 -1.749 1.200
H -1.761 0.746 -1.508
H 1.897 -0.951 -1.501
H -1.516 0.358 1.594
H 1.926 -1.011 1.198
H 1.832 0.915 1.095
H 1.014 -0.724 -2.159
H -1.419 0.258 1.973
H 1.198 1.783 0.318
H -0.312 0.896 -1.998
H 0.934 -2.193 -0.921
H -0.208 2.034 0.834
H 1.326 -1.216 1.828
H -0.825 0.936 -1.921
H 0.395 -2.430 -0.428
H 1.620 -0.643 -1.649
H 0.821 -1.157 2.055
H -0.425 -0.142 1.572
H 1.514 0.318 -0.258
H 1.946 1.566 0.464
H -1.028 -0.048 2.478
H -2.027 0.907 -1.378
H 2.255 0.449 -0.642
H -0.837 0.909 2.254
H 0.202 -2.365 0.650
H -0.080 1.156 2.055
H -2.150 0.202 -1.559
H -1.149 1.992 0.404
H -0.324 -2.055 1.254
H -0.710 -0.908 -2.318
H 0.633 -2.601 -0.515
H 1.956 0.802 -0.717
H -1.814 1.114 -1.677
H -1.256 -1.176 1.893
H 0.964 -2.123 -0.992
C 0.257 -0.034 -0.236
C 0.204 0.381 0.528
C -0.353 0.027 -0.131
O -0.062 -0.272 0.071
H -0.159 0.045 -0.048
H -0.141 0.077 -0.057
H 0.050 -0.058 0.078
H 0.022 -0.151 0.187
H 0.132 0.017 -0.109
H 0.135 0.048 -0.079
H -0.003 -0.053 0.102
H -0.027 -0.147 -0.221
C -0.030 -0.314 -0.299
C 0.135 -0.405 0.813
C 0.020 0.363 -0.025
O -0.452 0.039 -0.213
H 0.067 0.194 0.142
H 0.203 0.153 0.310
H -0.118 -0.036 -0.037
H -0.248 -0.048 -0.014
H 0.100 -0.197 -0.058
H 0.274 -0.295 0.034
H -0.090 -0.018 0.028
H 0.283 0.190 -0.296
C 0.213 -0.100 0.285
C -0.467 -0.448 -0.179
C -0.114 0.326 -0.028
O 0.193 0.081 -0.293
H -0.085 0.147 0.011
H -0.138 0.119 -0.009
H 0.050 -0.059 -0.095
H 0.099 -0.108 -0.234
H 0.056 -0.040 0.144
H 0.007 -0.082 0.140
H 0.030 -0.026 -0.114
H 0.160 0.242 0.215
C 0.164 0.335 0.072
C -0.039 -0.280 -0.706
C 0.092 -0.169 0.090
O -0.423 0.195 0.132
H 0.053 -0.154 0.072
H 0.064 -0.137 0.022
H -0.111 0.028 -0.026
H -0.251 0.040 -0.034
H 0.043 0.185 -0.026
H 0.215 0.100 -0.043
H -0.261 -0.033 0.056
H 0.175 -0.060 0.213
C -0.132 -0.300 0.162
C -0.478 0.269 -0.449
C 0.163 0.238 0.217
O 0.359 -0.093 -0.093
H 0.030 0.138 0.089
H -0.001 0.157 0.083
H 0.056 -0.055 -0.099
H 0.144 -0.055 -0.196
H -0.103 -0.109 0.068
H -0.123 -0.074 0.064
H 0.072 0.002 -0.083
H 0.107 -0.088 0.408
C -0.126 0.260 0.218
C -0.349 -0.108 -0.525
C 0.252 -0.240 -0.013
O -0.060 -0.201 0.216
H 0.173 0.005 -0.100
H 0.135 0.010 -0.107
H -0.069 -0.074 0.023
H -0.145 -0.230 0.107
H 0.086 0.263 0.138
H -0.022 0.180 0.070
H -0.030 -0.099 0.015
H 0.331 0.217 0.164
C 0.231 0.136 -0.253
C -0.652 0.065 -0.191
C 0.102 -0.303 0.178
O 0.100 0.147 -0.081
H 0.034 -0.159 0.048
H -0.015 -0.163 0.034
H -0.054 0.094 0.047
H -0.116 0.179 0.162
H 0.086 0.043 -0.135
H 0.042 0.041 -0.165
H -0.062 0.060 0.085
H 0.340 -0.071 -0.017
C -0.088 0.279 0.229
C -0.441 -0.093 -0.533
C 0.364 -0.057 -0.075
O -0.205 -0.235 0.012
H 0.151 0.010 -0.075
H 0.129 0.000 -0.115
H -0.075 -0.094 0.036
H -0.139 -0.238 0.057
H -0.043 0.154 0.058
H -0.084 0.158 0.025
H -0.047 -0.116 0.016
H 0.301 0.230 0.173
C 0.173 -0.208 -0.263
C -0.212 -0.362 0.587
C 0.121 0.344 0.036
O -0.019 -0.012 -0.005
H 0.078 0.148 0.032
H 0.073 0.131 0.101
H -0.106 -0.040 0.005
H -0.250 -0.027 0.012
H 0.098 -0.098 -0.096
H 0.097 -0.130 -0.048
H -0.114 0.007 0.031
H 0.109 0.135 -0.331
C -0.140 -0.317 0.176
C -0.402 0.306 -0.516
C 0.131 0.195 0.240
O 0.292 -0.126 -0.106
H 0.029 0.146 0.094
H 0.002 0.154 0.068
H 0.041 -0.032 -0.112
H 0.137 -0.061 -0.222
H -0.068 -0.078 0.058
H -0.149 -0.057 0.022
H 0.068 0.014 -0.088
H 0.111 -0.065 0.398

## Properties
2S+1   2
Highest occupied orbital energy (alpha / beta)   -8.34 / -9.06 eV
E_LUMO (alpha / beta)   0.516 / 0.369 eV
Molecular weight   900.4 g mol⁻¹
⟨S²⟩   0.75
Orbital gap (alpha / beta)   8.859 / 9.432 eV
E   -2871.75304 a.u.
Net charge   0